C2H6N2O | ωB97M-V with the def2-TZVPD basis set

The electronic energy comes out at -264.3685 Eh. The spin multiplicity is 1. As for the energy above the lowest of the compared OMol25 structures with the same formula, charge and spin: 574.6 kJ/mol. The HOMO-LUMO gap (alpha / beta) comes out at 7.62 / 6.70 eV.

The geometry in XYZ format:
```
11
Properties=species:S:1:pos:R:3:forces:R:3
C -0.520660 -1.112194 0.774802 0.33 -0.46 0.18
N 0.486562 0.162442 -0.780972 0.55 0.26 0.58
N 1.247037 1.039240 0.011628 -0.64 -0.36 -0.65
C -0.927914 -0.154631 -0.238076 -0.72 0.80 0.28
O -1.486761 0.896670 0.317827 0.46 -0.28 -0.36
H 1.033607 -0.579914 -1.214914 0.02 0.09 -0.02
H 0.541198 1.639058 0.448461 -0.17 -0.05 0.03
H 1.814788 1.611358 -0.606862 0.10 -0.12 0.05
H 0.084597 -0.730135 1.586442 -0.05 0.02 -0.01
H -0.831437 -2.153808 0.803725 0.04 0.10 -0.09
H -1.441016 -0.618086 -1.102061 0.09 0.01 0.01
```
Positions in Å, forces in eV/Å.

***

H30O15 | ωB97M-V with the def2-TZVPD basis set

The electronic energy comes out at -1146.6152 Eh. The spin multiplicity is 1. As for the energy above the lowest of the compared OMol25 structures with the same formula, charge and spin: 65.3 kJ/mol. The HOMO-LUMO gap comes out at 10.74 eV.

The geometry in XYZ format:
```
45
Properties=species:S:1:pos:R:3:forces:R:3
O -2.109446 -0.944613 1.366588 -0.79 -0.14 -0.71
H -2.761762 -1.007180 0.621021 0.55 0.04 0.69
H -2.548617 -0.410317 2.029168 -0.13 0.03 0.32
O 1.469400 -3.482583 1.346557 -2.28 -0.39 2.50
H 1.926878 -3.788311 0.618590 1.62 -0.29 -2.22
H 1.669455 -2.593955 1.641027 0.45 0.47 -0.38
O 3.304239 -1.537866 -0.332631 -0.29 -0.61 -0.73
H 3.289327 -0.632611 -0.023243 0.34 1.22 0.20
H 3.882538 -2.039783 0.217729 0.50 -0.50 0.54
O -1.062028 -2.664077 -0.968178 -1.24 -0.15 -1.28
H -1.197030 -3.061117 -0.125084 0.35 -0.34 1.16
H -0.314620 -2.070759 -0.966368 0.99 0.21 0.13
O 1.207053 3.056666 0.196720 0.47 0.28 0.68
H 0.910251 3.563412 -0.543729 -0.17 0.67 -0.65
H 0.804821 2.202492 0.072887 -0.64 -0.78 0.22
O -1.301742 0.114319 -3.206385 -0.38 -0.21 -2.13
H -0.944791 0.024346 -2.355743 0.79 -0.31 2.04
H -1.989107 0.761688 -3.114977 -0.45 0.55 0.06
O 1.811533 -0.906274 2.165666 -0.06 -0.13 -0.24
H 2.684650 -0.542393 2.335179 -0.18 0.25 0.11
H 1.146399 -0.289904 2.502242 0.24 0.20 0.65
O 1.188131 -1.375984 -1.829341 -0.11 -0.70 -1.06
H 1.934764 -1.463636 -1.203509 0.18 -0.26 -0.01
H 1.476467 -1.872538 -2.628336 -0.37 0.45 0.81
O -0.051814 0.352155 0.262750 -1.38 1.49 -1.04
H -0.874586 -0.033460 0.615404 -0.09 -0.15 -0.05
H 0.626393 -0.158434 0.638307 1.76 -1.27 0.73
O -3.085004 -0.980415 -1.186825 -1.21 1.12 0.55
H -3.513334 -0.992121 -2.036692 -0.26 -0.10 -0.45
H -2.392454 -1.641115 -1.231165 1.21 -0.98 -0.16
O -1.915513 2.925531 1.795193 0.16 0.24 0.93
H -1.996373 2.531598 0.923712 -0.07 -0.36 -0.39
H -2.662771 2.597130 2.305902 -0.06 0.10 -0.19
O -2.832003 1.817495 -0.488976 -0.13 2.16 0.33
H -3.100770 0.946740 -0.739796 -0.62 -1.18 -0.29
H -3.589233 2.437468 -0.368355 0.64 -1.14 -0.40
O 1.476846 1.179275 -2.445559 0.25 0.99 0.11
H 0.724315 1.736171 -2.243763 -0.20 0.21 -0.22
H 1.144176 0.290170 -2.314362 -0.01 -0.81 0.00
O -0.024613 1.056118 3.194314 0.20 -0.70 -0.12
H -0.528406 1.059665 2.381130 0.08 0.24 -0.77
H -0.568515 1.624452 3.721828 -0.09 0.61 0.79
O 3.198229 1.143449 -0.274693 -0.10 0.97 1.79
H 2.336831 1.191169 -0.737682 0.61 0.28 -0.37
H 3.151835 1.877936 0.413479 -0.08 -1.33 -1.48
```
Positions in Å, forces in eV/Å.

***

CH5NO3S2 | ωB97M-V with the def2-TZVPD basis set

The electronic energy comes out at -1117.8153 Eh. The spin multiplicity is 1. As for the energy above the lowest of the compared OMol25 structures with the same formula, charge and spin: 156.9 kJ/mol. The HOMO-LUMO gap comes out at 8.89 eV.

The geometry in XYZ format:
```
12
Properties=species:S:1:pos:R:3:forces:R:3
C 0.487402 -0.425728 -1.454399 -1.18 -2.14 0.60
N 0.137069 2.585528 1.051423 1.17 0.13 -2.55
O -0.292526 -2.634134 -0.586311 0.54 1.51 1.32
O -1.013152 -0.399136 0.593724 -1.30 -0.07 0.51
O 1.006736 3.419359 1.110171 -0.85 -0.29 0.99
S -0.668015 1.981891 2.372994 0.38 1.44 2.67
S 0.169934 -1.125449 0.195185 0.66 -1.52 -2.01
H 1.235993 -1.117865 -1.868233 -0.44 0.51 -0.42
H -0.581935 -0.555333 -1.829175 1.68 0.41 -0.20
H 0.824736 0.577683 -1.362128 0.11 0.83 0.04
H -0.152962 -3.309632 0.096110 -0.13 0.03 -0.18
H -1.153281 1.002815 1.680638 -0.65 -0.84 -0.76
```
Positions in Å, forces in eV/Å.

***

C3H4N2O | ωB97M-V with the def2-TZVPD basis set

The electronic energy comes out at -301.3154 Eh. The spin multiplicity is 1. As for the energy above the lowest of the compared OMol25 structures with the same formula, charge and spin: 451.1 kJ/mol. Its SMILES is [H]/N=c1\cc[nH]o1. The HOMO-LUMO gap comes out at 9.04 eV.

The geometry in XYZ format:
```
10
Properties=species:S:1:pos:R:3:forces:R:3
C -0.826054 -0.286314 -0.130632 -7.97 -9.55 0.77
C -0.088904 0.747566 -0.140318 1.97 9.11 -1.41
C 1.172303 0.478582 -0.030028 4.39 -0.33 1.22
H -2.493974 0.602637 0.143651 0.86 -3.14 -0.23
H -0.603452 1.630764 -0.423828 0.27 1.18 0.32
H 2.174710 1.106187 0.119584 -2.63 -1.61 -0.49
H 1.574181 -1.461998 0.664520 1.62 -0.39 1.28
N -2.101323 -0.452725 0.077868 0.57 3.19 -0.49
N 1.206091 -0.891145 -0.037196 2.97 -1.11 -1.19
O -0.013580 -1.473550 -0.243623 -2.05 2.65 0.22
```
Positions in Å, forces in eV/Å.

***

C22H37ClN2O6 | ωB97M-V with the def2-TZVPD basis set

The electronic energy comes out at -1881.5320 Eh. The spin multiplicity is 1. Its SMILES is CCOCCOCCOC[C@](CCN(CC)C(C)=O)(OC)[C@H](Cl)OCc1ccncc1. The HOMO-LUMO gap comes out at 9.55 eV.

The geometry in XYZ format:
```
68
Properties=species:S:1:pos:R:3:forces:R:3
C 1.625535 3.907616 4.545106 0.11 -0.12 -0.67
C 1.753280 3.352774 3.133231 -0.41 0.22 0.49
O 1.510044 4.396554 2.208627 0.41 -0.03 0.07
C 2.276229 4.367597 1.018694 -0.37 0.22 -0.18
C 1.468793 3.889537 -0.191506 0.23 -0.06 0.06
O 1.971503 2.683186 -0.740151 -0.50 0.05 -0.25
C 1.582567 1.531282 -0.021200 0.52 -0.22 -0.10
C 1.464939 0.346888 -0.989660 0.21 0.33 0.31
O 0.292576 -0.416246 -0.798647 -0.20 -0.09 -0.06
C 0.264007 -1.075500 0.460401 0.19 0.41 -0.41
C -0.750060 -2.212868 0.434462 -0.44 -0.67 0.34
C -2.190019 -1.749642 0.739613 -0.05 0.41 -0.62
C -2.501336 -0.272564 0.450126 -0.27 0.10 0.38
N -3.910590 -0.098930 0.088862 0.77 0.26 -0.40
C -4.433479 1.232181 0.434354 -0.59 -0.53 0.68
C -4.773569 1.323049 1.935566 0.63 0.00 -0.41
C -4.264662 -0.497907 -1.222147 0.56 0.12 0.35
C -3.266179 -0.479401 -2.350371 0.44 -0.46 -0.08
O -5.395869 -0.789719 -1.459625 -1.39 -0.10 -0.32
O -0.385900 -3.221111 1.375513 0.13 0.24 -0.01
C -0.059813 -2.752962 2.669440 0.18 -0.28 -0.10
C -0.738827 -2.913652 -0.942559 0.36 -0.49 0.17
Cl -1.568339 -4.517227 -0.829615 -0.22 0.07 -0.07
O 0.548665 -3.152076 -1.393694 0.02 0.61 0.15
C 0.816789 -2.705413 -2.713955 0.12 -0.44 0.03
C 2.294137 -2.527034 -2.883242 0.85 0.04 0.10
C 3.220777 -3.033853 -1.967779 -0.08 0.34 -0.65
C 4.577808 -2.831843 -2.221298 -0.24 -0.10 0.15
N 5.076320 -2.191302 -3.275589 -0.23 0.12 -0.09
C 4.187545 -1.697849 -4.143788 -0.32 -0.35 0.46
C 2.814772 -1.842222 -3.983723 -0.15 -0.01 0.06
H 1.694192 3.086155 5.252224 0.00 0.03 0.23
H 2.422046 4.625744 4.709457 0.06 0.10 0.22
H 0.668758 4.408995 4.637523 -0.15 0.06 0.18
H 2.749789 2.931618 3.005622 0.10 -0.12 -0.21
H 1.000658 2.569957 3.007341 0.06 -0.25 -0.18
H 3.155619 3.730536 1.105074 0.12 -0.09 0.15
H 2.622798 5.383985 0.842659 0.03 0.13 0.03
H 0.424720 3.770403 0.101553 -0.14 -0.04 0.12
H 1.490006 4.629620 -0.985523 0.17 0.01 -0.18
H 2.355851 1.310160 0.720412 -0.10 0.01 0.29
H 0.634507 1.678819 0.498011 -0.19 0.12 -0.02
H 2.341397 -0.294658 -0.888173 0.09 -0.19 -0.09
H 1.451063 0.756348 -1.994058 -0.16 -0.06 -0.19
H -0.023884 -0.355191 1.228385 0.05 0.03 0.23
H 1.265180 -1.435651 0.698196 0.06 -0.30 -0.04
H -2.874818 -2.354559 0.149619 -0.06 -0.17 -0.01
H -2.445998 -1.954475 1.772921 0.07 -0.13 0.17
H -2.354483 0.291851 1.369394 0.04 0.12 0.09
H -1.830565 0.171290 -0.283539 0.07 -0.02 -0.09
H -3.709700 2.001882 0.165181 0.02 0.19 -0.21
H -5.353709 1.362379 -0.123771 0.02 0.11 -0.25
H -5.731229 1.801242 2.096053 -0.14 0.08 0.10
H -4.787550 0.315118 2.334069 -0.23 -0.13 0.16
H -4.002882 1.877628 2.465074 -0.03 0.11 0.19
H -3.385229 0.450664 -2.900095 -0.03 0.22 0.04
H -2.226225 -0.576696 -2.059719 0.09 0.17 0.04
H -3.505182 -1.284954 -3.036598 -0.12 -0.09 -0.08
H -0.210071 -3.577809 3.357638 -0.13 -0.12 0.05
H 0.994842 -2.482925 2.728875 0.08 0.24 0.02
H -0.680824 -1.916669 2.988529 -0.07 0.12 0.03
H -1.339798 -2.359113 -1.653237 0.10 0.19 -0.11
H 0.467626 -3.469085 -3.413221 -0.09 -0.01 -0.17
H 0.309859 -1.766984 -2.929820 -0.12 0.12 0.06
H 2.891606 -3.572716 -1.096244 -0.01 -0.07 0.14
H 5.294890 -3.224685 -1.512313 0.15 -0.01 0.00
H 4.571404 -1.170511 -5.004386 0.14 0.06 -0.07
H 2.147692 -1.409058 -4.718562 -0.03 0.01 -0.06
```
Positions in Å, forces in eV/Å.

***

C6H11N | ωB97M-V with the def2-TZVPD basis set

The electronic energy comes out at -289.7865 Eh. The spin multiplicity is 1. As for the energy above the lowest of the compared OMol25 structures with the same formula, charge and spin: 486.3 kJ/mol. Its SMILES is C=NC(=C)CCC. The HOMO-LUMO gap comes out at 7.00 eV.

The geometry in XYZ format:
```
18
Properties=species:S:1:pos:R:3:forces:R:3
C 1.572686 -1.754616 -0.740252 -2.82 1.96 -0.59
C 1.376208 -0.906736 0.502884 -0.94 -0.01 2.85
C -0.186883 -0.770490 0.954107 -0.16 -0.47 -3.91
C -0.898045 0.380436 0.107976 1.19 0.51 4.47
C -2.096771 0.169651 -0.426346 -3.33 1.18 -2.10
C -0.455755 2.868155 -0.167124 0.58 -2.08 1.76
N -0.290984 1.661772 0.320900 0.50 0.58 -4.80
H 1.139865 -2.761791 -0.535506 0.17 0.76 -0.85
H 1.042978 -1.060602 -1.567543 0.66 -2.32 1.39
H 2.564798 -1.800609 -1.078802 1.50 -0.30 -0.12
H 1.943331 -1.228510 1.428783 -0.60 -0.40 -1.02
H 1.765527 0.092960 0.414700 -0.05 0.54 -0.55
H -0.746611 -1.752712 0.722844 0.92 1.50 0.27
H -0.389586 -0.529925 1.938955 0.40 0.34 2.33
H -2.411226 0.806608 -1.332508 0.19 -0.27 1.90
H -3.012310 -0.313161 0.101060 2.36 -0.59 -1.41
H 0.406933 3.363563 -0.704068 -0.70 -0.28 0.81
H -1.324153 3.536007 0.059935 0.11 -0.65 -0.44
```
Positions in Å, forces in eV/Å.

***

C2H3NP2 | ωB97M-V with the def2-TZVPD basis set

The electronic energy comes out at -815.4000 Eh. The spin multiplicity is 1. As for the energy above the lowest of the compared OMol25 structures with the same formula, charge and spin: 67.4 kJ/mol. The HOMO-LUMO gap comes out at 7.96 eV.

The geometry in XYZ format:
```
8
Properties=species:S:1:pos:R:3:forces:R:3
C 0.290902 -0.453658 1.765714 -0.45 -0.77 0.78
C 0.676753 -0.024507 0.471518 -1.69 0.56 -0.23
N -0.068357 -1.023778 2.687898 -0.25 -0.08 1.02
P -0.666715 0.037982 -2.376255 0.37 0.71 2.34
P -0.905764 0.669958 -0.355652 0.69 -0.04 -2.21
H 1.402694 0.761259 0.629985 0.57 -0.07 -0.91
H 0.875700 -0.960505 -0.005288 1.24 -0.15 -0.86
H -1.605214 0.993248 -2.817919 -0.47 -0.16 0.07
```
Positions in Å, forces in eV/Å.